C31H52NOSi4Sn as an isolated structure in a non-equilibrium geometry, computed with wB97M-V/def2-TZVPD.

Properties
Largest force on an atom ... 0.0623 Eh/bohr
Net charge ... +1
HOMO (alpha / beta) ... -10.081 / -10.853 eV
Kohn-Sham gap (alpha / beta) ... 5.1 / 5.9 eV
Calculated total energy ... -2714.46113 Eh

Each line ends with the Mulliken charge.
Atoms and positions in Å:
C: 3.00215 0.11752 1.23825  -0.6967
C: 2.58116 -0.69586 0.12096  -1.4326
C: 1.84022 0.12920 -0.76170  0.2080
H: 2.85931 -1.73318 -0.05520  0.5154
C: 1.78716 1.43650 -0.23089  -0.3192
C: 2.53710 1.46199 0.97732  -0.7032
H: 1.29750 2.28015 -0.71434  0.5559
C: -1.28694 -2.13608 1.03710  -1.3933
C: -0.14984 -2.62950 0.31830  -1.2544
C: -0.29940 -2.26166 -1.03823  -0.0200
H: 0.66255 -3.23205 0.72146  0.5337
C: -1.54754 -1.58066 -1.18268  -0.9937
C: -2.12769 -1.46850 0.09739  0.4197
H: 1.44054 -0.16320 -1.73105  0.6153
H: 2.80546 2.34022 1.56292  0.4796
H: 3.69496 -0.18048 2.02578  0.6883
H: -3.09508 -1.00623 0.30090  0.5150
H: 0.39585 -2.48960 -1.85179  0.5955
H: -1.50523 -2.29538 2.09321  0.8204
Sn: 0.65250 -0.24688 2.08092  0.5623
C: -2.28881 -1.31432 -2.46838  2.6799
C: -3.54410 -2.20895 -2.46243  -1.7756
C: -1.42569 -1.71105 -3.66744  -2.2363
H: -3.25282 -3.26310 -2.36520  0.3981
H: -4.08524 -2.08988 -3.40725  0.5122
H: -4.22207 -1.95756 -1.63816  0.3349
H: -1.19977 -2.78219 -3.61044  0.5461
H: -0.47923 -1.15407 -3.69301  0.3086
H: -1.97359 -1.53120 -4.59978  0.3919
C: -2.77211 0.16276 -2.59035  -0.8997
C: -1.71572 1.21294 -2.89267  0.1377
H: -3.26652 0.46162 -1.66083  -0.0693
H: -3.52020 0.19880 -3.40260  0.6028
O: -1.19770 1.93858 -2.03203  -0.5292
N: -1.37632 1.34824 -4.19622  0.0428
C: -0.43355 2.37704 -4.62586  -1.3473
H: -1.84000 0.79984 -4.91387  0.3508
C: 0.97653 1.85634 -4.64579  0.9337
C: 2.01081 2.60020 -4.06855  -0.4672
H: 1.76644 3.55810 -3.60389  0.3729
C: 3.31255 2.09888 -4.08581  -0.5398
H: 4.11963 2.67979 -3.63790  0.4101
C: 3.57541 0.86148 -4.68783  -0.5202
H: 4.59444 0.47296 -4.71138  0.3932
C: 2.53559 0.11504 -5.25688  -0.6737
H: 2.72190 -0.85698 -5.71429  0.4083
C: 1.23195 0.62293 -5.25136  -0.2606
H: 0.40722 0.07050 -5.71070  0.3755
H: -0.51367 3.22599 -3.94058  0.3766
H: -0.73234 2.68590 -5.63837  0.4494
C: -4.76899 1.53369 1.93830  -0.8097
Si: -3.68738 0.90434 3.35262  0.5325
C: -4.36319 1.68648 4.93499  -1.1507
C: -3.82232 -0.96558 3.48171  -0.9781
Si: -1.44265 1.45281 3.02430  0.5636
Si: -1.51193 3.68865 2.37128  0.2884
C: -2.57626 4.69144 3.56933  -1.0384
C: 0.21330 4.43472 2.32240  -1.0730
C: -2.27853 3.82803 0.65682  -0.2992
Si: -0.27999 1.08426 5.02318  -0.2687
C: -1.10734 2.00452 6.44878  -1.0528
C: -0.24239 -0.74636 5.50066  -0.9741
C: 1.47170 1.75336 4.81795  -0.8483
H: -5.77800 1.11942 2.08476  0.4358
H: -4.41172 1.20944 0.95079  -0.0278
H: -4.85357 2.62868 1.92817  0.3175
H: -5.45809 1.58378 4.89712  0.3946
H: -4.01131 1.16329 5.83292  0.3104
H: -4.12577 2.75280 5.03808  0.3400
H: -3.69859 -1.44548 2.50182  0.1750
H: -3.09148 -1.39892 4.17711  0.1842
H: -4.82990 -1.20688 3.85262  0.4471
H: -2.17872 4.68055 4.59364  0.2826
H: -2.55956 5.73268 3.21199  0.4169
H: -3.62436 4.36445 3.59835  0.2525
H: 0.83611 3.98155 1.54007  0.1271
H: 0.10024 5.50302 2.08255  0.4615
H: 0.74363 4.36033 3.27927  0.3109
H: -1.78958 3.17922 -0.08586  -0.2970
H: -3.35067 3.59652 0.65284  0.2953
H: -2.15963 4.87037 0.32249  0.4133
H: -2.10863 1.62908 6.69148  0.2992
H: -0.47234 1.85333 7.33472  0.4208
H: -1.17892 3.08591 6.27333  0.2731
H: 0.26376 -1.40366 4.77803  0.3297
H: 0.30345 -0.80969 6.45603  0.3850
H: -1.25592 -1.13503 5.67822  0.2846
H: 2.07894 1.23759 4.06049  0.2815
H: 1.47324 2.82561 4.58441  0.1890
H: 1.97653 1.61826 5.78607  0.4033


C31H53GaN7O4Si2 as an isolated structure in a non-equilibrium geometry, computed with wB97M-V/def2-TZVPD.

Properties
Largest force on an atom ... 0.0241 Eh/bohr
Net charge ... +1
HOMO ... -10.360 eV
Kohn-Sham gap ... 8.6 eV
Calculated total energy ... -4401.09562 Eh

Each line ends with the natural charge from an NBO analysis.
Atoms and positions in Å:
Ga: -0.07925 -0.38135 -0.11179  1.8011
C: -3.61097 -3.57904 -2.18908  -1.1142
Si: -2.74507 -2.60535 -0.79612  1.7015
C: -3.78648 -1.02829 -0.51712  -1.1216
C: -2.80786 -3.80774 0.68919  -1.1215
C: -0.97092 -1.99145 -1.30438  -1.4387
C: -1.21803 -1.01487 -2.37705  0.3197
C: -1.56370 -1.30898 -3.69591  -0.3061
C: -1.83480 -0.27517 -4.56986  -0.1307
C: -1.76100 1.03747 -4.12063  -0.2572
C: -1.39863 1.25401 -2.80486  0.0674
N: -1.13235 0.25489 -1.97595  -0.5835
Si: 0.30720 -3.32898 -1.82834  1.6859
C: -0.34168 -4.69448 -2.99115  -1.1077
C: 1.71314 -2.42174 -2.74712  -1.1394
C: 0.90013 -4.26308 -0.26376  -1.1187
H: -4.64913 -3.72644 -1.90757  0.2468
H: -3.18051 -4.56214 -2.33890  0.2366
H: -3.60897 -3.05861 -3.13892  0.2339
H: -4.55093 -1.15286 0.24446  0.2456
H: -4.29718 -0.74744 -1.43430  0.2484
H: -3.15100 -0.19070 -0.23047  0.2326
H: -3.62564 -4.50080 0.52267  0.2521
H: -3.01518 -3.30470 1.62696  0.2288
H: -1.90870 -4.40315 0.80457  0.2372
H: -1.60933 -2.33403 -4.01796  0.2281
H: -2.10889 -0.48656 -5.59247  0.2288
H: -1.96260 1.86706 -4.77992  0.2316
H: -1.31977 2.25225 -2.39571  0.2187
H: -0.85053 -4.31839 -3.87085  0.2311
H: -1.01527 -5.37410 -2.48134  0.2360
H: 0.50325 -5.28019 -3.34095  0.2480
H: 1.51730 -2.40559 -3.81514  0.2510
H: 2.68581 -2.88597 -2.61295  0.2400
H: 1.77854 -1.38698 -2.42336  0.2591
H: 0.35610 -5.19802 -0.15995  0.2485
H: 0.75357 -3.69442 0.64832  0.2217
H: 1.95242 -4.52361 -0.33809  0.2406
N: 1.96051 -1.26590 0.74835  -0.8420
C: 2.83944 -0.10848 0.85321  -0.1785
C: 4.31785 -0.51802 0.87175  -0.3901
C: 5.30083 0.65226 0.93425  -0.4340
C: 5.20951 1.47987 2.22532  -0.2274
N: 4.11900 2.43169 2.23110  -0.5703
C: 4.02939 3.53585 1.49477  0.7177
N: 2.91234 4.24293 1.61158  -0.7890
N: 5.07739 4.03510 0.82983  -0.7743
C: 2.49051 0.84912 -0.32616  0.8076
O: 3.12233 1.88626 -0.46701  -0.6875
O: 1.53609 0.45616 -1.06909  -0.8279
H: 2.01467 -1.83798 1.58680  0.3928
H: 2.26681 -1.84103 -0.03674  0.3992
H: 2.56809 0.42957 1.76555  0.2188
H: 4.51841 -1.08651 -0.04257  0.2152
H: 4.49314 -1.18557 1.72356  0.2023
H: 5.10533 1.29933 0.07876  0.2435
H: 6.31123 0.25113 0.84869  0.2215
H: 6.14517 2.02493 2.38011  0.2110
H: 5.05988 0.82236 3.08500  0.2181
H: 3.22726 2.12949 2.60094  0.4255
H: 2.06581 3.70031 1.87023  0.4507
H: 2.75923 5.03496 1.00965  0.4081
H: 5.86551 3.45637 0.59736  0.4171
H: 4.93575 4.85223 0.25919  0.4162
C: -0.49078 -2.26911 2.86604  -0.2577
C: -1.17698 -2.48745 4.23863  -0.2524
N: -1.60140 -1.21397 4.78964  -0.4082
C: -0.45680 -0.32819 4.90772  -0.2536
C: 0.19273 -0.10164 3.52047  -0.2596
N: -0.54241 -0.85014 2.49434  -0.4570
C: -1.94038 -0.40090 2.50429  -0.2715
C: -2.57145 -0.60312 3.89827  -0.2426
H: -0.96438 -2.84138 2.07092  0.2228
H: 0.55693 -2.57244 2.92452  0.1842
H: -0.49281 -2.95286 4.95384  0.2080
H: -2.05791 -3.12566 4.14248  0.2087
H: 0.24658 -0.78108 5.61005  0.2034
H: -0.80659 0.61302 5.33588  0.2078
H: 1.22661 -0.45494 3.52300  0.1781
H: 0.19520 0.95335 3.24883  0.2466
H: -2.47049 -0.97325 1.74394  0.2117
H: -1.95096 0.65026 2.21150  0.2285
H: -3.44575 -1.25498 3.84205  0.2049
H: -2.88004 0.34492 4.34321  0.2074
O: 1.04792 2.35109 1.84926  -0.7214
C: 0.30917 2.39087 0.85149  0.8457
O: -0.45079 1.43842 0.49108  -0.8349
C: 0.30784 3.64247 0.02958  -0.1716
C: 0.08536 4.87587 0.63403  -0.2038
C: 0.20226 6.04031 -0.10329  -0.2262
C: 0.56102 5.98180 -1.44227  -0.1997
C: 0.78000 4.75361 -2.04481  -0.2298
C: 0.65178 3.58403 -1.31550  -0.1229
H: -0.18580 4.91296 1.68012  0.2236
H: 0.02516 6.99402 0.37055  0.2251
H: 0.67487 6.89114 -2.01285  0.2236
H: 1.06370 4.69697 -3.08475  0.2220
H: 0.86279 2.63133 -1.77443  0.2353


What is the formula in the first record? C31H52NOSi4Sn